i:
2 unconnected molecules or ions with the total composition C3H10NO, computed with ωB97M-V/def2-TZVPD.

LUMO energy   -8.479 eV
Frontier orbital gap   5.2880 eV
Charge   +1
Multiplicity   1
HOMO   -13.77 eV

Each line ends with the Löwdin charge.
Cartesian coordinates (Å):
C 1.048 -0.186 -1.276  0.434
C 1.120 -0.440 0.132  -0.440
C 2.198 0.391 0.862  0.012
O -0.169 -0.041 0.671  0.055
N -3.279 0.076 -0.064  0.030
H 1.293 0.797 -1.698  0.148
H 0.852 -0.987 -1.993  0.142
H 1.254 -1.499 0.373  0.163
H 1.866 0.416 1.907  0.112
H 2.179 1.416 0.507  0.094
H 3.174 -0.083 0.761  0.100
H -0.771 0.222 -0.056  0.077
H -3.656 0.405 0.811  0.026
H -3.809 0.454 -0.835  0.021
H -3.302 -0.940 -0.099  0.027

***

ii:
A molecular structure, C3H10NO, computed with ωB97M-V/def2-TZVPD.

LUMO energy   -4.522 eV
Frontier orbital gap   11.2706 eV
Charge   +1
Multiplicity   1
HOMO   -15.79 eV

Each line ends with the Löwdin charge.
Cartesian coordinates (Å):
C -1.385 -0.436 -0.101  -0.217
O -0.598 -0.846 1.081  -0.064
C -0.643 -0.855 -1.313  -0.082
H -2.333 -0.973 0.022  0.135
H -1.509 0.662 -0.002  0.127
H -1.164 -0.787 1.871  0.151
H -1.173 -1.072 -2.227  0.090
H 0.043 -0.048 -1.640  0.082
H -0.115 -1.791 -1.156  0.097
C 1.468 1.667 0.631  0.094
N 1.552 0.398 0.590  0.123
H 2.414 2.211 0.439  0.122
H 0.549 2.191 0.833  0.106
H 0.545 -0.275 0.851  0.088
H 2.350 -0.045 0.120  0.149

***

Least stable = i

***

i:
2 unconnected molecules or ions with the total composition C3H10NO, computed with ωB97M-V/def2-TZVPD.

LUMO energy   -8.185 eV
Frontier orbital gap   3.5270 eV
Charge   +1
Multiplicity   1
HOMO   -11.71 eV

Each line ends with the Löwdin charge.
Cartesian coordinates (Å):
C -0.917 -0.521 -0.195  -0.130
O 0.387 -0.169 0.478  -0.011
C -0.630 -1.139 -1.474  0.164
C 0.066 -0.391 -2.530  0.010
N 0.759 1.798 3.092  0.033
H -1.453 -1.161 0.480  0.135
H -1.380 0.467 -0.271  0.174
H 1.009 -0.882 0.264  0.108
H -0.985 -2.141 -1.673  0.155
H -0.559 -0.231 -3.417  0.146
H 0.959 -0.936 -2.862  0.137
H 0.404 0.564 -2.095  0.116
H 0.266 2.658 3.194  0.001
H 0.685 1.285 2.234  -0.041
H 1.480 1.582 3.748  0.004

***

ii:
2 unconnected molecules or ions with the total composition C3H10NO, computed with ωB97M-V/def2-TZVPD.

LUMO energy   -10.371 eV
Frontier orbital gap   5.0686 eV
Charge   +1
Multiplicity   1
HOMO   -15.44 eV

Each line ends with the Löwdin charge.
Cartesian coordinates (Å):
O -0.037 -1.055 -0.269  0.034
C 1.234 -0.909 -1.044  -0.125
C 1.940 0.321 -0.466  -0.109
N 0.724 1.150 0.002  0.363
C -2.606 0.037 0.962  -0.057
H -0.031 -0.148 0.131  -0.018
H 1.771 -1.821 -0.791  0.145
H 1.040 -0.635 -2.073  0.147
H 2.584 0.742 -1.291  0.179
H 2.643 0.049 0.412  0.211
H 1.115 1.916 0.563  0.129
H -1.891 0.002 1.732  -0.017
H -2.430 -0.492 -0.001  0.025
H -2.493 1.171 0.764  0.053
H -3.563 -0.328 1.370  0.039

***

Least stable = ii

***

i:
2 unconnected molecules or ions with the total composition C10H14N3S, computed with ωB97M-V/def2-TZVPD.

LUMO energy   -5.358 eV
Frontier orbital gap   7.5146 eV
Charge   +1
Multiplicity   1
HOMO   -12.87 eV

Each line ends with the Löwdin charge.
Cartesian coordinates (Å):
C -1.271 -1.999 -2.239  -0.139
C -0.010 -2.002 -1.631  -0.184
C -2.582 1.407 -1.466  -0.099
C -1.940 0.899 -0.393  -0.024
C -2.279 -2.153 -1.286  -0.315
C -0.560 1.066 -2.135  -0.150
C 0.035 -1.952 -0.270  -0.384
C 1.059 1.729 1.688  0.010
C 0.450 0.235 -0.129  -0.011
C 0.528 0.301 1.398  -0.364
N -1.745 1.451 -2.534  0.094
N -0.551 0.794 -0.816  -0.030
N 1.465 -0.748 1.833  0.041
S -1.647 -2.108 0.299  1.049
H -1.393 -1.798 -3.356  0.153
H 0.922 -1.883 -2.320  0.171
H -3.520 1.873 -1.443  0.108
H -2.161 0.753 0.586  0.075
H -3.340 -2.074 -1.293  0.078
H 0.035 1.078 -3.061  0.164
H 1.583 2.241 0.885  0.104
H 0.250 2.410 1.689  0.084
H 1.565 1.790 2.528  0.035
H 1.397 0.244 -0.596  0.152
H -0.555 0.054 1.756  0.145
H 2.018 -0.358 2.633  0.120
H 0.836 -2.151 0.386  0.060
H 0.981 -1.576 2.074  0.055

***

ii:
A gas-phase ion, C10H14N3S (charge +1), computed with ωB97M-V/def2-TZVPD.

LUMO energy   -3.076 eV
Frontier orbital gap   9.2211 eV
SMILES   [H]/N=C1/CCC=N[C@@]1([NH3+])Cc1cccs1
Charge   +1
Multiplicity   1
HOMO   -12.30 eV

Each line ends with the Löwdin charge.
Cartesian coordinates (Å):
H 1.453 3.055 -0.889  0.107
N 1.990 2.368 -0.221  0.189
C 1.561 1.202 -0.005  -0.390
C 2.229 0.392 0.937  -0.140
C 2.361 -1.097 0.534  -0.132
C 1.767 -1.485 -0.780  -0.070
N 0.729 -0.807 -1.207  0.098
C 0.369 0.403 -0.554  -0.371
N -0.505 1.134 -1.486  0.221
C -0.600 0.163 0.970  -0.040
C -2.020 -0.055 0.560  -0.626
C -2.579 -1.275 0.219  -0.103
C -3.971 -1.203 -0.053  -0.120
C -4.380 0.093 0.076  -0.376
S -3.152 1.232 0.488  1.063
H 3.245 0.866 1.111  0.165
H 1.698 0.403 1.840  0.102
H 1.923 -1.903 1.115  0.127
H 3.399 -1.365 0.548  0.112
H 2.089 -2.499 -1.230  0.161
H -0.649 0.622 -2.303  0.131
H 0.056 2.094 -1.522  0.190
H -1.508 1.351 -1.075  0.121
H -0.378 1.113 1.514  0.121
H -0.341 -0.850 1.564  0.174
H -1.892 -2.064 0.132  0.101
H -4.671 -2.014 -0.320  0.131
H -5.366 0.427 -0.010  0.056

***

Least stable = i